Molecular formula: C6H6N
Method: DFT, ωB97M-V/def2-TZVPD

```
13
Properties=species:S:1:pos:R:3:forces:R:3:lowdin_charge:R:1
C -4.0611 0.2440 -0.1376 5.8584 -1.5891 0.7976 0.110
C -2.8894 -0.1128 0.0439 2.6349 1.4950 0.4001 0.072
C -1.0473 -0.1219 0.3033 -4.1294 -0.0779 0.5539 0.007
C -0.0374 -1.0030 0.0060 -1.1742 -1.7667 -1.4109 0.122
C 0.0836 0.7244 0.3101 -2.5684 0.2126 -0.1285 0.007
N 1.1032 -0.2309 0.5487 1.1798 -1.4405 3.5554 -0.129
C 2.3073 -0.2445 -0.2822 2.5561 0.2519 -1.1707 -0.007
H -4.9860 0.4939 -0.4987 -1.9471 0.3531 -0.3597 0.019
H 0.1438 1.5513 -0.3421 0.9607 1.0149 -0.6127 0.143
H 1.3661 -0.4929 1.5985 -1.1195 0.8588 -2.5776 0.272
H 3.1400 0.2586 0.2762 -1.0356 0.3094 -0.7747 0.127
H 2.8135 -1.2115 -0.5326 -1.4434 0.0636 0.8210 0.131
H 2.0636 0.1455 -1.2935 0.2275 0.3149 0.9068 0.125
```
Forces are in eV/Å.

Gap between HOMO and LUMO, eV: 9.15
F_max, Eh/bohr: 0.1191
Charge: +1
SMILES: C#CC1=C2[C@@H]1[N@@H+]2C
ΔE to the lowest compared entry with this formula, charge and spin, eV: 7.318
LUMO energy, eV: -5.37

Molecular formula: C27H42AlN4O7P2S
Method: DFT, ωB97M-V/def2-TZVPD

```
84
Properties=species:S:1:pos:R:3:forces:R:3:lowdin_charge:R:1
Al -0.9102 -1.2869 -1.6895 0.2228 0.0844 0.0953 0.038
N -2.1639 3.2674 -2.7356 -0.0741 0.1358 0.1490 0.035
C -1.1932 2.2992 -2.8892 0.0587 -0.3917 -0.0575 -0.897
S 0.4501 2.8514 -2.9286 -0.0103 0.0065 0.0917 0.541
N -1.6758 1.0769 -2.9827 -0.0181 0.3014 -0.0988 0.017
N -0.7678 0.0398 -3.0936 0.2096 -0.1490 0.0419 -0.047
C 0.1860 0.0787 -3.9530 -0.1649 0.1929 -0.1181 -0.098
C 1.2801 -0.8687 -4.0205 0.1120 -0.0946 -0.0210 -0.132
C 2.2638 -0.6489 -4.9908 -0.0644 0.0369 0.0242 -0.047
C 3.3837 -1.4486 -5.0865 0.0679 0.0081 -0.0225 -0.115
C 3.5335 -2.4995 -4.1822 0.0110 -0.0078 0.0094 -0.105
C 2.5813 -2.7382 -3.2133 -0.0042 -0.0229 0.0185 -0.020
C 1.4306 -1.9375 -3.1070 -0.0353 -0.0467 0.0044 -0.307
O 0.5459 -2.2132 -2.1776 0.0029 0.1062 -0.0410 -0.012
H -1.8370 4.0501 -2.1875 0.0199 0.0371 -0.0703 0.053
H -3.0520 2.8995 -2.4222 0.0226 -0.0728 -0.0479 0.074
H 0.1990 0.8968 -4.6655 -0.0385 -0.0400 -0.0078 0.095
H 2.1314 0.1877 -5.6682 0.0022 0.0006 -0.0043 0.113
H 4.1321 -1.2616 -5.8452 -0.0048 0.0039 0.0017 0.090
H 4.4062 -3.1401 -4.2393 -0.0002 -0.0021 -0.0007 0.095
H 2.6854 -3.5561 -2.5113 -0.0068 -0.0034 0.0035 0.113
C -0.1492 -2.0065 2.0955 0.0569 -0.0219 -0.0017 -0.035
C 1.2499 -1.7341 1.5894 0.0318 -0.0058 0.0452 -0.404
C 2.3256 -2.2462 2.5221 -0.0278 0.0182 -0.0133 -0.040
O 1.4648 -0.2763 1.4848 -0.0665 -0.0541 -0.0683 -0.181
P 1.0811 0.4106 0.1142 0.4500 -0.0404 -0.1644 0.553
O -0.1967 -0.1044 -0.4299 -0.2797 -0.1448 -0.2112 -0.144
C 1.0932 2.1497 0.4735 -0.0242 0.1373 0.0158 -0.211
P -0.3731 2.8304 1.3103 -0.0331 -0.3463 0.1004 0.475
O -1.1172 3.8441 0.5656 -0.0067 0.0399 0.0212 -0.236
O 0.1941 3.4250 2.6847 0.0282 -0.0304 -0.1055 -0.178
C 0.8874 2.5532 3.6035 0.0201 -0.0106 0.1464 -0.466
C 2.2150 3.2016 3.9487 -0.0172 0.0029 -0.0713 -0.041
C 0.0102 2.3573 4.8244 -0.0204 -0.0210 -0.0478 -0.032
O -1.1397 1.4996 1.6995 -0.1262 0.2946 0.2095 -0.213
C -2.6110 1.4580 1.7551 0.0888 -0.1845 0.0206 -0.402
C -3.1334 1.1578 0.3711 -0.0661 0.1791 -0.1118 -0.032
C -2.9806 0.3773 2.7486 -0.0137 -0.0025 -0.0367 -0.034
O 2.1952 0.0620 -0.9365 -0.0709 0.0461 0.1759 -0.151
C 3.5913 0.4194 -1.0731 0.0646 0.0175 0.0148 -0.400
C 3.7136 1.7364 -1.8107 -0.0059 -0.0342 0.0136 -0.051
C 4.3318 0.3957 0.2508 0.0063 0.0065 -0.0330 -0.036
H -0.2613 -3.0799 2.2600 -0.0088 0.0011 -0.0013 0.092
H -0.9074 -1.7095 1.3699 0.0204 0.0034 0.0171 0.053
H -0.2985 -1.4897 3.0458 -0.0538 0.0248 0.0051 0.089
H 1.3803 -2.1625 0.5911 -0.0056 0.0087 -0.0175 0.139
H 2.2194 -1.7804 3.5038 0.0076 -0.0036 0.0082 0.086
H 3.3221 -2.0314 2.1382 0.0077 -0.0040 0.0081 0.063
H 2.2234 -3.3255 2.6374 0.0019 0.0014 0.0017 0.087
H 1.1351 2.6635 -0.4998 -0.0179 -0.0465 -0.0264 0.002
H 1.9901 2.3654 1.0556 0.0364 0.0868 -0.0557 0.066
H 1.0594 1.5848 3.1227 -0.0102 0.0145 0.0332 0.115
H 2.0448 4.1767 4.4074 -0.0026 0.0013 0.0022 0.086
H 2.8263 3.3491 3.0573 -0.0039 -0.0008 -0.0086 0.072
H 2.7717 2.5764 4.6481 -0.0070 -0.0103 0.0087 0.084
H -0.1722 3.3167 5.3111 0.0047 0.0074 -0.0002 0.088
H 0.4932 1.6868 5.5370 0.0040 -0.0043 0.0040 0.085
H -0.9471 1.9269 4.5344 0.0078 -0.0095 0.0076 0.062
H -2.9460 2.4351 2.1118 -0.0202 0.0111 -0.0454 0.137
H -2.7025 0.2299 -0.0119 -0.1232 -0.0281 0.0569 0.057
H -2.8865 1.9694 -0.3133 0.0478 -0.0295 0.0130 0.059
H -4.2196 1.0512 0.4003 0.0032 -0.0427 0.0159 0.096
H -2.6814 -0.6000 2.3694 0.0061 0.0064 0.0016 0.076
H -4.0644 0.3669 2.8707 -0.0019 -0.0076 0.0219 0.089
H -2.5206 0.5437 3.7239 -0.0029 0.0079 -0.0112 0.064
H 3.9784 -0.3810 -1.7060 -0.0404 -0.0065 -0.0315 0.140
H 3.4184 2.5783 -1.1820 -0.0087 0.0054 0.0003 0.075
H 3.0710 1.7269 -2.6894 0.0030 0.0331 -0.0230 0.045
H 4.7506 1.8852 -2.1179 -0.0018 -0.0118 0.0038 0.087
H 3.9852 1.1780 0.9287 -0.0259 0.0169 -0.0038 0.074
H 5.3907 0.5704 0.0541 0.0040 -0.0079 0.0229 0.088
H 4.2245 -0.5652 0.7508 0.0014 -0.0071 -0.0112 0.065
N -2.1991 -2.1246 -1.0129 -0.0103 -0.0339 0.1019 0.016
C -3.3807 -2.6611 -0.7465 -0.1063 0.0603 -0.0184 -0.438
C -3.5614 -3.6440 0.2722 -0.0724 0.0368 -0.0005 -0.076
C -4.8039 -4.1699 0.5800 0.0525 -0.0213 0.0326 -0.158
C -5.9522 -3.7734 -0.0983 -0.0438 0.0248 -0.0466 -0.173
C -5.8106 -2.8261 -1.1141 -0.0081 -0.0315 0.0384 -0.151
C -4.5791 -2.2908 -1.4332 0.0513 0.0255 0.0484 -0.070
H -2.6795 -3.9748 0.8096 0.0306 0.0014 0.0120 0.079
H -4.8795 -4.9116 1.3708 0.0010 0.0009 -0.0056 0.080
H -6.9212 -4.1893 0.1495 0.0025 0.0012 -0.0044 0.069
H -6.6864 -2.4982 -1.6669 -0.0010 -0.0038 -0.0010 0.082
H -4.4850 -1.5510 -2.2213 -0.0134 0.0015 -0.0013 0.091
```
Forces are in eV/Å.

Gap between HOMO and LUMO, eV: 5.18
F_max, Eh/bohr: 0.0093
Charge: -1
ΔE to the lowest compared entry with this formula, charge and spin, eV: 0.000
LUMO energy, eV: 2.11

Molecular formula: C22H54B2F4MnN9O11
Method: DFT, ωB97M-V/def2-TZVPD

```
103
Properties=species:S:1:pos:R:3:forces:R:3:lowdin_charge:R:1
Mn 0.5984 -2.8981 -0.1643 -0.2305 -2.5414 0.1185 0.887
N -0.7098 -5.3166 -0.0088 0.1331 -2.3237 1.7594 -0.634
O -1.3526 -6.3371 0.1822 -0.6067 -0.4196 -0.9999 0.038
O -0.7103 -4.4331 0.8131 -2.3267 4.4824 5.3006 -0.091
O 0.1237 -5.1003 -0.8221 2.8285 -1.1367 -5.9009 0.011
N -2.2646 -2.5664 -1.7190 0.5980 -3.9624 -0.0684 -0.661
O -2.4843 -3.3451 -2.5872 -1.2824 -1.8113 -4.4562 0.052
O -1.1208 -2.6180 -1.2891 2.3938 2.5755 1.4996 -0.091
O -3.1902 -2.0250 -1.1902 -2.3070 3.9008 2.5756 -0.011
N 2.8673 -4.6118 1.3694 -1.2612 -3.6654 1.3984 -0.633
O 2.2544 -3.7232 0.8389 -1.9468 4.0666 -2.6178 -0.093
O 3.7690 -4.3053 2.1027 3.1716 0.7042 1.8871 -0.018
O 2.4570 -5.7635 1.2777 0.3726 -0.6080 -0.3363 0.040
B 0.5158 -1.0239 0.9713 0.0673 0.9116 0.6091 -0.465
H 0.3963 -0.0918 1.5017 -0.3768 3.7831 1.8934 -0.036
H 0.2758 -0.9518 -0.0781 -1.2918 0.8689 -3.7861 -0.051
H 1.5277 -1.3944 1.0254 3.9648 -0.8732 0.4001 -0.052
H -0.0743 -1.7600 1.4950 -2.5837 -2.7903 1.8791 -0.029
C -2.7152 -0.5881 -5.7735 0.7716 0.2079 0.9949 -0.046
C -2.2492 -0.4933 -4.2841 -1.3650 -0.0078 0.4256 -0.101
N -2.1902 0.9391 -3.7547 0.5310 -0.9178 -0.5685 0.008
C -1.5438 1.3105 -2.5543 -1.3392 0.3581 -2.3512 0.051
C -1.7884 2.6418 -2.5134 -0.6642 1.4453 1.8620 -0.048
N -2.6495 3.0278 -3.5253 -0.1132 1.3337 0.6238 -0.074
C -2.7973 2.0024 -4.3100 0.0526 -2.4625 -0.4508 -0.038
C -3.3014 4.3470 -3.7069 0.6722 0.7684 -1.3347 0.023
H -3.7868 -0.4631 -5.9293 -0.0250 0.0095 0.3717 0.078
H -2.4399 -1.5651 -6.1707 0.0446 0.0842 0.1269 0.092
H -2.2078 0.1767 -6.3615 0.1752 -0.1010 -0.1556 0.069
H -1.3911 -1.0784 -3.9533 0.9011 0.6614 -0.7858 0.120
H -2.9518 -0.9652 -3.5973 -0.7240 0.0402 -0.3044 0.103
H -1.0785 0.5666 -1.9246 0.2074 0.1026 0.0160 0.141
H -1.6200 3.4055 -1.7686 0.3230 -0.3598 0.1960 0.124
H -3.2890 2.0248 -5.2714 -0.1447 -0.2442 0.2247 0.168
H -3.6967 4.8623 -2.8316 0.6495 -0.5305 0.3409 0.107
H -4.1185 4.4195 -4.4246 -0.3578 -1.3864 0.1310 0.103
H -2.6096 4.9577 -4.2869 0.3790 0.3974 0.7628 0.072
C -0.0850 6.2479 -3.4013 -0.6672 0.3053 0.4355 -0.061
C 1.2812 5.7162 -3.2421 2.3305 0.5794 -1.2835 -0.222
N 1.3601 4.3233 -2.9173 0.3286 -2.3598 1.9064 -0.066
C 1.7079 3.3406 -3.8420 -0.8165 0.0941 0.8045 0.021
C 1.7824 2.1351 -3.1857 -0.2831 1.5375 0.7014 0.050
N 1.5895 2.4492 -1.8340 0.8907 -0.0636 -0.3447 -0.075
C 1.3201 3.7501 -1.6561 0.5601 -0.2753 -2.8751 0.003
C 1.8900 1.5241 -0.7253 -1.5322 0.0725 0.9575 0.032
H -0.1370 7.2660 -3.7871 0.3648 0.0563 0.2804 0.098
H -0.5052 6.2137 -2.3961 -0.8855 0.0607 -0.2877 0.086
H -0.6000 5.6505 -4.1536 -0.2658 -0.1988 0.3968 0.068
H 1.9892 6.2234 -2.5867 -0.5765 0.4310 0.3559 0.142
H 1.8029 5.7736 -4.1974 0.0125 0.1088 -0.1622 0.129
H 1.8308 3.6828 -4.8589 -0.0090 -0.5623 -0.0389 0.139
H 1.8689 1.1044 -3.4965 0.3465 -0.1829 -0.0883 0.130
H 1.1947 4.2724 -0.7191 0.0157 -0.1040 -0.1207 0.167
H 2.4925 0.6387 -0.9279 0.0600 0.3692 -0.7048 0.121
H 0.9213 1.1641 -0.3787 0.1561 -0.3564 0.1447 0.063
H 2.2947 2.0994 0.1073 0.2498 -0.0012 -0.2015 0.097
C 2.9945 0.5874 4.0677 1.6880 -0.5478 0.5978 0.011
N 4.0946 -0.4248 3.6885 -0.5226 0.0696 -0.1711 -0.296
C 3.5345 -1.8151 4.1797 2.1219 0.8696 -0.5705 0.045
C 4.1218 -0.4576 2.1631 0.1169 -0.3260 -0.3110 -0.006
C 5.5316 -0.0240 4.3186 -1.9642 0.1431 -2.8889 0.007
C 5.9638 1.3522 3.6148 1.7626 -2.1866 1.4870 -0.257
O 5.5322 2.4050 4.3551 -1.4737 2.1265 0.6068 -0.053
H 2.0948 0.2983 3.5245 -0.0235 -0.0562 0.3552 0.096
H 3.2816 1.6192 3.8656 0.1847 -0.2285 -0.3252 0.090
H 3.0105 0.4704 5.1513 -0.9756 0.1762 0.0160 0.102
H 3.6177 -1.9308 5.2604 -0.3406 0.5966 0.0522 0.101
H 4.2831 -2.4972 3.7766 -0.7089 -0.4970 -0.3795 0.092
H 2.5274 -1.9147 3.7749 0.3070 -0.2476 0.0049 0.111
H 3.7864 0.4872 1.7356 0.1925 0.1670 0.4103 0.084
H 3.4284 -1.1987 1.7656 -0.0655 -0.2497 0.4297 0.079
H 5.0988 -0.7022 1.7462 0.0899 -0.0462 0.4359 0.116
H 6.2517 -0.8102 4.0918 -0.3474 -0.1774 -0.3113 0.127
H 5.3593 -0.0601 5.3943 0.1501 0.7501 -0.0133 0.124
H 5.7749 1.5146 2.5536 -0.8767 -0.4556 0.2050 0.122
H 7.0536 1.3725 3.6219 0.4059 -0.4617 0.0730 0.119
H 5.7233 2.2835 5.2880 0.1971 0.0246 -0.0251 0.106
C -4.7771 -0.6651 1.7791 0.6004 0.2446 0.5609 0.011
N -3.8106 -1.1594 2.8607 -3.1629 1.8328 1.3835 -0.300
C -2.9476 0.0317 3.3708 -0.9579 -0.8155 -1.8530 0.034
C -4.6903 -1.4552 4.0874 0.8358 -1.3945 0.0609 -0.009
C -2.9917 -2.3398 2.3258 1.9316 2.0714 1.3998 -0.099
C -3.6684 -3.5992 2.1003 -0.8769 -2.5340 -2.0093 -0.249
O -4.3464 -4.2304 3.1635 -0.7879 0.7698 0.8249 -0.042
H -5.4934 0.0753 2.1351 0.4797 0.2537 0.6497 0.098
H -5.4503 -1.4702 1.4845 0.8108 -0.2618 -0.5867 0.110
H -4.1224 -0.1873 1.0502 -0.4928 -0.5580 -0.6235 0.102
H -3.5342 0.9472 3.2940 -0.3291 -0.2061 -0.0545 0.096
H -2.1965 0.0890 2.5831 0.8682 0.1283 0.8451 0.097
H -2.7345 -0.0971 4.4320 0.7721 -0.3555 -0.4830 0.105
H -5.4882 -2.1618 3.8591 0.3263 0.0346 -0.1812 0.099
H -5.1254 -0.5959 4.5976 0.3117 0.4786 -0.7078 0.104
H -3.9901 -1.9199 4.7815 -0.3278 -0.2470 0.1540 0.107
H -2.1484 -2.3562 3.0163 -0.0459 -0.5462 0.3287 0.145
H -2.5154 -1.9524 1.4253 -0.2737 -0.2644 -0.4178 0.121
H -3.0424 -4.4065 1.7203 1.4315 0.7656 -0.0492 0.131
H -4.2846 -3.5240 1.2043 -0.7172 0.4826 0.0565 0.131
H -5.1396 -4.5932 2.7626 -0.0654 -0.2892 0.3014 0.100
B 2.2150 -1.9608 -2.8736 -0.0153 -1.2512 -3.1355 -1.404
F 1.2482 -1.0828 -3.3994 -0.9879 1.4530 0.0554 0.085
F 3.4457 -1.4782 -3.2104 1.3561 1.3019 0.6831 0.153
F 1.9848 -2.1408 -1.5525 0.2903 0.4664 2.2820 0.150
F 2.0871 -3.1604 -3.5132 -0.4612 -1.0731 -0.3187 0.167
```
Forces are in eV/Å.

Gap between HOMO and LUMO (spin up / spin down), eV: 5.44 / 5.73
F_max, Eh/bohr: 0.1424
Spin multiplicity: 6
Charge: +1
LUMO energy (spin up / spin down), eV: -3.09 / -3.09

Molecular formula: H16O8
Method: DFT, ωB97M-V/def2-TZVPD

```
24
Properties=species:S:1:pos:R:3:forces:R:3:lowdin_charge:R:1
O 0.8943 -1.1226 0.5319 -0.1307 0.1401 -0.0166 -0.047
H 0.2082 -0.6463 0.0509 0.1845 0.0036 0.1028 0.017
H 1.7176 -0.7890 0.1578 0.2399 -0.0270 -0.1546 0.013
O 1.5316 3.4839 -0.9704 -0.1596 0.0490 0.1639 -0.055
H 1.1580 4.2152 -0.4657 0.1038 -0.0044 -0.1409 0.025
H 0.8879 2.7741 -0.8660 0.0849 -0.0190 -0.0188 0.023
O 3.9332 0.1810 -0.6182 0.0646 0.1438 0.1164 -0.054
H 4.6657 0.1137 -1.2410 -0.1593 -0.0805 -0.0018 0.042
H 4.3449 0.4940 0.1952 -0.0690 -0.0360 -0.0652 0.040
O -3.3302 0.6848 -0.9238 0.2939 0.4618 -0.1200 -0.041
H -3.7832 1.4151 -1.3602 -0.1067 -0.1234 0.0083 0.065
H -2.6879 1.1168 -0.3495 -0.0007 0.0491 0.0516 0.052
O -1.9907 -2.1111 -1.0443 0.1905 0.1002 0.0490 -0.046
H -1.6208 -1.6510 -0.2824 -0.0398 -0.2086 -0.0361 0.009
H -1.3507 -1.9528 -1.7473 -0.0781 -0.1052 0.0101 0.045
O -0.4086 2.7658 1.7604 0.0829 0.1017 -0.2556 -0.057
H -0.4830 3.6454 1.3735 -0.0905 -0.0385 0.1533 0.027
H 0.5281 2.6806 1.9708 -0.0343 -0.0922 0.0418 0.040
O -4.4073 -1.2245 0.7526 0.1115 -0.2606 0.4902 -0.073
H -3.7216 -1.8943 0.8536 -0.2553 -0.0516 -0.0903 0.017
H -4.0001 -0.5548 0.1916 -0.1644 0.0417 -0.2989 -0.037
O 3.4315 -3.0065 0.4439 0.1142 -0.0338 0.2380 -0.061
H 2.7593 -2.7857 1.0983 -0.1363 -0.0218 -0.1210 0.021
H 4.1481 -3.3882 0.9633 -0.0460 0.0117 -0.1057 0.034
```
Forces are in eV/Å.

Gap between HOMO and LUMO, eV: 10.20
F_max, Eh/bohr: 0.0110
Charge: 0
SMILES: O.O.O.O.O.O.O.O
ΔE to the lowest compared entry with this formula, charge and spin, eV: 2.793
LUMO energy, eV: -0.20